1.
{"formula": "C28H36BrN5O4SSiV", "method": "ωB97M-V/def2-TZVPD", "total_charge": 1, "de_lowest_kj_mol": 0.0, "lumo_energy_ha": [-0.162, -0.165], "gap_ev": [6.736, 6.732], "homo_ha": [-0.409, -0.413], "e_tot_ha": -5868.7408, "fmax_ev_per_a": 4.661, "spin_multiplicity": 3, "species": ["Br", "V", "S", "Si", "O", "O", "O", "O", "N", "N", "N", "N", "N", "C", "C", "C", "C", "C", "C", "C", "C", "C", "C", "C", "C", "C", "C", "C", "C", "C", "C", "C", "C", "C", "C", "C", "C", "C", "C", "C", "C", "H", "H", "H", "H", "H", "H", "H", "H", "H", "H", "H", "H", "H", "H", "H", "H", "H", "H", "H", "H", "H", "H", "H", "H", "H", "H", "H", "H", "H", "H", "H", "H", "H", "H", "H", "H"], "coordinates": [[6.521, -0.115, 2.292], [-0.178, -0.567, -1.058], [-1.269, 0.299, 1.486], [1.442, 0.088, -4.012], [-1.948, 6.717, -0.616], [0.961, 1.157, -1.033], [-1.765, 0.616, -1.957], [0.147, 7.193, -0.055], [1.039, -1.746, 0.142], [-1.355, -2.276, -0.899], [-0.743, 6.398, -0.434], [-2.963, -0.730, 3.266], [-1.040, 0.147, 4.188], [0.576, -2.990, 0.267], [0.367, 1.512, -4.685], [4.857, -0.588, 1.489], [0.425, -1.198, -2.911], [-2.764, -4.644, -0.544], [1.852, -0.899, -5.588], [-2.621, -2.422, -1.339], [-1.189, 4.028, -1.076], [-0.308, 5.058, -0.678], [3.164, 0.572, -3.379], [4.767, -1.708, 0.671], [-1.753, 1.868, -1.568], [-1.770, -0.108, 3.050], [-0.757, -3.322, -0.234], [0.001, 1.141, 4.235], [-3.356, -3.563, -1.181], [3.748, 0.257, 1.728], [-0.720, 2.726, -1.205], [1.035, 4.687, -0.365], [1.484, 3.399, -0.414], [0.606, 2.393, -0.884], [3.517, -2.056, 0.165], [-3.578, -1.548, 2.251], [2.361, -1.344, 0.527], [-1.442, -4.554, -0.103], [-3.821, -0.494, 4.438], [-1.111, -0.676, 5.390], [2.516, -0.139, 1.247], [-3.826, -1.358, 5.126], [2.440, -1.820, -5.351], [0.901, -1.218, -6.060], [-2.227, 4.274, -1.243], [-4.097, -2.357, 2.778], [5.676, -2.236, 0.429], [-4.373, -3.597, -1.559], [2.478, 3.112, -0.074], [-0.034, 1.789, 3.337], [2.421, -0.319, -6.328], [-0.936, -5.373, 0.396], [-3.512, 0.399, 4.998], [-1.522, -0.099, 6.242], [-4.860, -0.349, 4.080], [-0.117, 1.735, 5.162], [-3.026, -1.546, -1.825], [0.885, 1.998, -5.560], [-0.071, -0.956, 5.657], [-4.317, -0.975, 1.647], [3.885, 1.160, 2.304], [3.850, 0.706, -4.266], [-0.589, 1.069, -5.031], [3.190, 1.490, -2.772], [1.672, 0.517, 1.362], [1.019, 0.674, 4.199], [-2.711, 2.378, -1.627], [0.131, 2.309, -3.974], [1.208, -3.748, 0.745], [-1.675, -1.596, 5.245], [3.454, -2.886, -0.523], [-2.787, -1.896, 1.577], [-0.468, -1.414, -3.535], [3.572, -0.234, -2.729], [1.717, 5.476, -0.087], [1.035, -2.144, -2.947], [-3.319, -5.538, -0.405]], "atomic_forces_ev_per_a": [[-0.335, -0.149, -0.277], [0.027, 1.970, -1.299], [0.118, 0.368, -0.091], [0.060, -0.568, -0.600], [2.696, -1.023, 0.385], [-0.078, -0.722, 0.698], [0.985, 2.820, 2.051], [-1.917, -1.267, -0.648], [-0.729, -2.627, -0.400], [-0.489, -1.383, 0.862], [-0.635, 2.632, 0.143], [0.289, 0.369, 0.402], [-0.756, -0.188, -1.134], [2.041, 2.126, 0.190], [0.240, -0.004, -0.224], [-0.277, 0.657, 0.233], [0.781, -0.068, -0.579], [0.686, 0.526, -0.160], [-0.297, -0.688, 0.207], [1.098, 1.149, -0.043], [1.054, 2.731, 0.921], [-0.113, -2.684, -0.275], [0.307, 0.082, 0.059], [-0.258, 0.840, 0.290], [-1.122, -3.958, -2.192], [-0.166, -0.549, 1.508], [-1.338, 0.445, -1.052], [1.024, 0.521, -0.597], [-0.202, -0.665, 0.213], [0.755, -1.226, -0.253], [-0.362, 1.034, 0.471], [-0.412, 0.828, -0.089], [-0.296, -0.515, -0.189], [0.460, -1.260, -0.238], [-0.517, -0.178, 0.293], [-0.306, 0.316, -0.555], [0.747, 0.012, 0.355], [0.616, 1.089, 0.331], [-0.167, -0.041, 0.067], [0.481, 0.116, 0.506], [-0.160, -0.254, -0.465], [-0.010, 0.324, -0.275], [-0.404, 0.625, -0.185], [0.503, 0.058, 0.095], [-0.061, 0.046, -0.074], [0.160, -0.048, -0.397], [-0.121, -0.241, -0.114], [0.173, -0.072, 0.123], [-0.141, 0.154, -0.310], [-0.255, -0.265, 0.673], [-0.152, -0.050, 0.253], [-0.164, -0.019, -0.062], [-0.041, -0.282, -0.311], [0.092, -0.363, -0.371], [0.574, 0.017, 0.140], [0.201, -0.231, -0.515], [-0.036, 0.074, -0.106], [-0.491, -0.571, 0.800], [-0.513, 0.122, -0.116], [0.373, -0.309, 0.349], [-0.109, 0.037, -0.036], [-0.725, -0.165, 0.950], [0.474, 0.294, 0.062], [-0.043, -0.246, -0.235], [-0.333, -0.058, 0.235], [-0.728, 0.211, 0.307], [-0.322, -0.198, -0.111], [0.015, -0.080, 0.011], [-0.279, 0.126, -0.078], [0.044, 0.241, -0.095], [-0.147, -0.190, -0.005], [-0.383, -0.229, 0.157], [0.206, 0.220, 0.303], [-0.155, 0.368, -0.458], [-0.040, 0.063, 0.213], [-0.427, 0.710, 0.251], [-0.270, -0.689, 0.106]]}

***

2.
{"formula": "C18H44FN2O8P2", "method": "ωB97M-V/def2-TZVPD", "total_charge": 1, "de_lowest_kj_mol": 575.9, "lumo_energy_ha": -0.127, "gap_ev": 7.964, "homo_ha": -0.419, "e_tot_ha": -2205.7474, "fmax_ev_per_a": 9.535, "spin_multiplicity": 1, "species": ["P", "P", "F", "O", "O", "O", "O", "O", "O", "O", "O", "N", "N", "C", "C", "C", "C", "C", "C", "C", "C", "C", "C", "C", "C", "C", "C", "C", "C", "C", "C", "H", "H", "H", "H", "H", "H", "H", "H", "H", "H", "H", "H", "H", "H", "H", "H", "H", "H", "H", "H", "H", "H", "H", "H", "H", "H", "H", "H", "H", "H", "H", "H", "H", "H", "H", "H", "H", "H", "H", "H", "H", "H", "H", "H"], "coordinates": [[-0.563, -4.096, 0.577], [-0.904, 1.149, -3.648], [4.750, 3.138, 4.085], [-0.746, 2.577, -4.475], [-0.014, 1.591, -2.315], [-0.852, -4.612, 2.126], [-2.205, 1.940, -2.828], [0.004, -2.584, 0.973], [0.260, 0.441, -4.383], [-2.022, -3.649, 0.312], [1.067, -4.595, 0.873], [3.489, 2.811, 4.490], [-0.486, 2.657, 3.376], [-0.940, 2.596, -5.877], [1.557, -5.741, 0.201], [2.641, 3.989, 4.912], [-3.531, 1.519, -3.095], [-0.614, -1.420, 0.447], [1.559, 4.002, 2.364], [-0.072, 3.648, 2.307], [2.387, 1.439, -2.478], [-1.759, -5.675, 2.349], [1.115, 0.831, -1.916], [1.998, 4.864, 3.685], [-1.086, -7.016, 2.152], [-1.628, -0.868, 1.433], [-2.410, 2.695, -6.222], [1.029, -5.902, -1.212], [2.445, 2.652, 2.082], [2.782, 1.881, 3.489], [-3.668, 0.028, -3.336], [1.002, -0.221, -2.203], [-0.051, -6.079, -1.213], [1.031, 5.404, 4.131], [-4.722, -0.245, -3.450], [1.157, 0.852, -0.822], [1.784, 3.574, 5.612], [-2.550, 2.879, -7.290], [3.249, 0.801, -2.264], [1.808, 1.479, 4.027], [-0.257, 3.214, 1.210], [3.442, 0.924, 3.244], [3.619, 2.213, 5.361], [-1.124, -0.512, 2.337], [-1.064, -1.622, -0.533], [-1.449, 2.867, 3.751], [1.215, -5.000, -1.803], [2.647, -5.643, 0.162], [2.326, 1.591, -3.560], [1.738, 4.718, 1.425], [-3.925, 2.088, -3.939], [1.343, -6.628, 0.801], [2.761, 5.691, 3.366], [2.565, 2.425, -2.037], [-2.104, -5.592, 3.385], [-2.925, 1.764, -5.969], [-3.243, -0.542, -2.504], [3.424, 2.884, 1.441], [1.509, -6.753, -1.704], [-3.142, -0.277, -4.245], [-0.491, 1.719, -6.352], [-2.640, -5.587, 1.704], [1.768, 1.943, 1.400], [-1.733, -7.832, 2.485], [-0.421, 1.660, 3.035], [-0.701, 4.635, 2.369], [-0.857, -7.177, 1.095], [0.171, -0.676, 0.281], [-2.890, 3.502, -5.657], [-2.342, -1.631, 1.757], [-2.183, -0.035, 0.993], [-0.142, -7.064, 2.705], [-4.132, 1.793, -2.222], [3.365, 4.731, 5.504], [-0.418, 3.479, -6.263]], "atomic_forces_ev_per_a": [[-0.800, 4.985, 8.076], [6.209, 7.145, 1.144], [-0.090, 0.348, -0.266], [-0.571, -0.548, -0.526], [-1.098, -0.993, 0.401], [-0.218, -0.738, -0.531], [-0.370, -3.746, -0.758], [0.608, -0.536, -1.248], [-3.919, -2.392, 0.350], [1.927, -2.567, -3.273], [-1.472, -0.533, -3.528], [-1.803, -2.179, 1.291], [-0.318, 0.321, -0.599], [0.169, 0.324, -0.503], [0.753, -0.592, -0.076], [-0.616, 2.697, 0.465], [-0.908, 0.187, 0.171], [-0.295, 0.216, 0.033], [-0.627, 0.553, -1.059], [0.582, -0.058, -1.126], [0.190, 0.142, -0.110], [-0.372, -0.225, 0.433], [0.407, -0.076, -0.281], [-0.266, -0.119, -0.065], [0.138, -0.200, -0.047], [-0.229, 0.038, 0.117], [-0.247, 0.011, -0.017], [0.127, 0.151, 0.015], [-0.472, 0.178, -0.015], [-0.592, -1.485, -2.102], [0.039, 0.045, 0.181], [0.116, 0.244, -0.051], [-0.143, -0.113, 0.051], [2.238, -1.214, -0.934], [0.181, -0.035, -0.019], [-0.134, 0.119, 0.001], [1.960, 0.583, -1.500], [0.000, -0.046, 0.088], [-0.055, 0.048, -0.004], [1.967, 1.270, -0.957], [0.368, 0.931, 2.252], [-1.027, 2.279, 0.893], [0.186, 0.934, -1.147], [0.043, -0.007, -0.042], [-0.060, 0.034, 0.271], [1.544, -0.586, -0.840], [0.098, -0.086, 0.034], [-0.111, 0.094, 0.074], [-0.086, -0.218, 0.176], [-0.395, -1.551, 2.065], [-0.024, -0.048, -0.081], [-0.060, -0.068, -0.038], [-1.419, -1.642, 0.690], [-0.024, -0.088, 0.037], [0.091, 0.130, -0.117], [-0.048, -0.036, -0.075], [-0.117, 0.051, 0.018], [-2.057, -0.530, 1.719], [-0.137, 0.124, 0.017], [0.013, 0.014, -0.184], [0.038, 0.045, 0.096], [0.060, 0.088, 0.034], [1.601, 1.336, 1.647], [0.051, 0.061, -0.060], [-0.519, 1.691, 0.399], [1.319, -1.884, 0.114], [-0.037, -0.083, -0.028], [0.054, -0.199, 0.067], [0.135, -0.055, -0.130], [0.119, 0.068, -0.226], [0.049, -0.022, 0.021], [-0.194, 0.020, 0.002], [0.148, 0.034, -0.031], [-1.613, -1.947, -1.029], [0.014, -0.097, 0.178]]}

***

3.
{"formula": "C5H8O", "method": "ωB97M-V/def2-TZVPD", "de_lowest_kj_mol": 224.7, "lumo_energy_ha": 0.039, "gap_ev": 10.658, "homo_ha": -0.352, "e_tot_ha": -270.4723, "fmax_ev_per_a": 0.473, "spin_multiplicity": 1, "species": ["O", "C", "C", "C", "C", "C", "H", "H", "H", "H", "H", "H", "H", "H"], "coordinates": [[-0.349, 0.816, 1.867], [-1.201, 0.448, 0.767], [0.688, -0.032, 1.340], [0.001, -0.056, -0.006], [0.484, 0.506, -1.305], [0.135, -0.958, -1.176], [-1.877, -0.369, 1.056], [-0.769, -1.335, -1.643], [0.969, -1.656, -1.178], [1.682, 0.414, 1.333], [0.674, -0.998, 1.869], [1.531, 0.771, -1.443], [-0.205, 1.152, -1.845], [-1.764, 1.296, 0.365]], "atomic_forces_ev_per_a": [[0.013, 0.038, 0.089], [-0.383, -0.021, -0.242], [0.417, -0.158, -0.159], [-0.028, 0.010, -0.072], [0.031, 0.168, -0.073], [-0.088, -0.242, -0.042], [-0.069, 0.159, 0.003], [0.107, 0.075, -0.022], [-0.169, 0.070, 0.039], [0.034, 0.067, 0.366], [0.188, 0.148, -0.193], [-0.178, -0.089, 0.181], [0.080, -0.132, 0.080], [0.043, -0.092, 0.045]]}